No. 1
An isolated molecule of C20H24N4O4S, computed with the ωB97M-V functional and the def2-TZVPD basis.

The geometry in XYZ format:
```
53
Properties=species:S:1:pos:R:3
S 2.5004 0.8730 1.9466
O 3.2402 1.5161 -0.8987
O -0.7628 -2.2273 -1.5518
O 0.2449 4.4337 -0.6632
O 3.0081 -2.6538 1.3672
N 1.4439 -1.5329 0.1811
N -0.0366 0.8543 1.2902
N 1.1810 2.7392 0.5598
N -2.3712 2.9454 -0.3673
C 1.5818 -2.2918 -1.0347
C 0.0964 3.3758 -0.0762
C -1.3103 -3.3652 0.4161
C -1.1153 2.6353 0.0805
C 3.8950 0.9936 -2.0244
C 3.1139 2.9184 -0.9245
C -4.5211 -0.2495 1.0545
C -2.4996 0.9654 0.7335
C -5.2248 0.7188 0.3317
C 1.0636 1.5318 1.1835
C -3.2262 1.9533 0.0169
C -1.1464 1.4155 0.7520
C 0.3246 -3.1205 -1.3330
C 1.9172 -0.7872 2.4134
C -1.8840 -2.6772 -0.8204
C -4.5954 1.8281 -0.1899
C 2.1842 -1.7675 1.2772
C 2.4715 3.3757 0.3856
C -0.0737 -4.0478 -0.1684
C -3.1650 -0.1385 1.2639
H -1.0179 -2.6200 1.1561
H -0.3279 -5.0384 -0.5452
H -2.5074 -1.8096 -0.5986
H 4.0996 3.3952 -1.0299
H -2.6235 -0.8765 1.8346
H 0.8576 -0.7002 2.6474
H 0.7341 -4.1461 0.5530
H 3.1127 3.1265 1.2314
H -2.6025 3.7764 -0.8852
H 2.4433 -2.9524 -0.9157
H 0.5062 -3.6960 -2.2528
H 2.3016 4.4541 0.3404
H -5.1437 2.5793 -0.7379
H -5.0575 -1.0963 1.4556
H 2.4846 3.2307 -1.7720
H 3.3286 1.1922 -2.9432
H -2.0106 -4.0636 0.8677
H -2.4636 -3.3930 -1.4227
H 4.8998 1.4196 -2.1315
H 1.7523 -1.6056 -1.8699
H 0.7191 -0.8283 0.2063
H 3.9724 -0.0798 -1.8647
H -6.2877 0.5953 0.1873
H 2.4961 -1.0779 3.2882
```

Calculated values
E_HOMO ... -0.29026 Eh
SMILES ... COCCn1c(SCC(=O)NC[C@H]2CCCO2)nc2c([nH]c3ccccc32)c1=O
Energy ... -46116.5030 eV
Energy relative to the best compared isomer or geometry (same formula, charge and spin) ... 32.0 kcal/mol
Frontier orbital gap ... 8.23 eV

These are the Löwdin partial charges, in e, on atoms 1 to 2: 1.0532, -0.2348

=====

No. 2
C65H38BBiF15GeN4O4S4 as an isolated structure, computed with the ωB97M-V functional and the def2-TZVPD basis.

The geometry in XYZ format:
```
133
Properties=species:S:1:pos:R:3
Bi -0.9515 -0.4648 -0.6023
Ge -3.5892 -2.8694 -1.0894
S -2.3715 -2.1351 0.5882
S 3.4332 0.4921 -0.6146
S 1.1421 -2.0242 -0.6284
S 0.6366 2.5812 0.4222
F -2.1693 -8.4985 -3.1187
F -5.1798 -5.5587 -0.0037
F -4.5993 -7.3910 -3.6852
F -6.5451 -1.2146 2.9571
F -7.2898 -3.7156 3.7646
F -5.1673 -0.9016 0.6537
F -6.1496 -0.9552 -6.3917
F -5.2077 -4.9121 -2.6962
F -1.0321 -4.6891 -0.6054
F -0.3901 -7.1547 -1.5535
F -4.0424 -2.7094 -6.3994
F -7.0886 -0.0007 -4.0180
F -2.9561 -3.5181 -4.0948
F -6.0172 -0.8698 -1.6933
F -6.6151 -5.8821 2.2353
O 3.9262 1.7672 -1.1455
O -1.0839 -1.2027 -4.2004
O -1.7400 -2.0048 -2.2407
O 0.4720 1.8369 -0.8453
N -3.1870 1.7971 0.8539
N -0.6649 0.0045 1.6764
N -1.6134 0.5163 2.4705
N -2.9010 1.0243 -0.1833
C 2.6133 0.9333 3.9008
C 8.5219 -2.7638 0.1775
C -1.4616 5.8235 1.5198
C -0.9126 -1.9476 -3.2580
C 3.2468 0.7101 1.1904
C 7.2605 -1.9766 -0.0294
C 2.7351 2.0958 3.0980
C 6.0546 -2.6106 -0.3075
C 4.8925 -1.8772 -0.4854
C 1.3145 -4.7490 -4.2965
C -4.1254 2.6810 0.5025
C -0.4737 -0.9546 3.6759
C 2.2085 1.0831 5.2435
C -5.5325 -4.4540 0.6780
C -3.1123 -4.7347 -1.6709
C 0.3484 -3.7663 -4.2585
C 2.1864 4.7263 -0.6518
C -5.4809 -1.2923 -2.8402
C -5.5261 -2.1335 1.0161
C 2.0618 -4.0469 -2.1315
C 4.9444 -0.4996 -0.3893
C 4.4356 3.8873 0.8157
C 3.3527 5.4320 -0.7401
C -5.5712 -1.3296 -5.2432
C -2.4735 -7.2811 -2.6517
C 2.1791 -4.8806 -3.2219
C -4.5037 -2.2194 -5.2430
C 3.0776 1.9615 1.7260
C 0.2283 -2.9063 -3.1709
C -1.9003 -5.3270 -1.3825
C 2.4723 3.3570 3.6707
C 6.8080 5.3454 0.6187
C -6.2342 -2.2777 2.2016
C 7.2920 -0.5868 0.0282
C -1.3082 4.2150 -0.7327
C 6.7469 4.1997 1.4281
C 2.0842 3.4667 4.9763
C -4.4572 2.4760 -0.8261
C -2.3216 6.0537 0.4500
C -3.3754 7.1142 0.5486
C -2.2201 5.2553 -0.6815
C 5.7062 5.7579 -0.0785
C -1.5157 -0.0420 3.6730
C -6.2644 -4.6451 1.8454
C 0.0185 -0.9007 2.3864
C 4.4949 5.0396 -0.0092
C -0.5401 4.7988 1.4696
C -6.6109 -3.5487 2.6206
C -4.0024 -5.4551 -2.4443
C -3.9466 -2.6224 -4.0346
C -1.5654 -6.5907 -1.8611
C 3.1653 -0.4367 1.9934
C -0.4859 3.9872 0.3494
C 1.9512 2.3186 5.7706
C -3.6489 1.4155 -1.2113
C -3.7097 -6.7133 -2.9448
C 2.8778 -0.3285 3.3239
C 2.1198 3.6132 0.1934
C 3.2148 3.1729 0.8908
C 5.5859 3.4829 1.5221
C -6.0540 -0.8546 -4.0305
C 6.1399 0.1530 -0.1554
C 1.0918 -3.0420 -2.0782
C -4.4236 -2.1813 -2.8103
C -5.1497 -3.2079 0.2194
B -2.5040 1.7591 2.2356
H -3.5638 0.9257 -2.1631
H 6.0269 -3.6884 -0.3890
H 0.7835 -1.4824 1.9168
H -2.8772 5.4322 -1.5199
H 6.1497 1.2328 -0.1333
H 7.6259 3.8880 1.9758
H 1.8804 4.4369 5.4059
H 9.1275 -2.7434 -0.7299
H 3.4275 6.2900 -1.3925
H 7.7344 5.9007 0.5532
H 3.3310 -1.4001 1.5371
H -1.2378 3.5682 -1.5936
H -4.4975 3.3990 1.2044
H -4.2656 6.6941 1.0179
H -3.6591 7.4805 -0.4350
H 2.9419 -5.6433 -3.2332
H -0.3551 -3.6474 -5.0695
H -5.1730 3.0065 -1.4217
H 5.7442 6.6440 -0.6986
H -3.3556 1.7487 3.0680
H -0.1292 -1.5619 4.4867
H 2.8253 -1.2107 3.9454
H 1.3194 5.0110 -1.2278
H -1.7959 2.7242 2.3289
H 8.2263 -0.0790 0.2190
H 2.1009 0.1962 5.8504
H -2.1859 0.2352 4.4589
H 8.3013 -3.8006 0.4198
H -3.0369 7.9488 1.1596
H 1.6409 2.4234 6.8006
H 1.3844 -5.4085 -5.1477
H 3.9526 -2.3639 -0.6998
H 9.1155 -2.3378 0.9852
H -1.5313 6.4376 2.4049
H 0.1211 4.5953 2.2982
H 5.5290 2.6042 2.1490
H 2.7201 -4.1660 -1.2856
H 2.5757 4.2349 3.0500
```

Calculated values
E_HOMO ... -0.19536 Eh
Total charge ... -1
Energy ... -229309.8915 eV
Frontier orbital gap ... 7.10 eV

These are the Löwdin partial charges, in e, on atoms 1 to 2: 1.4758, 0.7872

=====

No. 3
An isolated molecule of C4H4N2O2, computed with the ωB97M-V functional and the def2-TZVPD basis.

The geometry in XYZ format:
```
12
Properties=species:S:1:pos:R:3
O -1.4263 -1.8815 0.4401
O -1.7218 0.7661 1.2072
N 1.5661 -0.3654 -1.0488
N -0.7142 0.2718 0.4119
C -0.5484 -1.1396 0.0590
C 0.6013 -1.2544 -0.8290
C 0.1789 1.1054 0.2457
C 1.5529 0.6735 -0.1583
H 0.6018 -2.1076 -1.7010
H 2.2696 1.6129 -0.2509
H 0.0630 2.1252 0.4424
H -2.4231 0.1936 1.1817
```

Calculated values
E_HOMO ... -0.31033 Eh
SMILES ... O=c1cnccn1O
Energy ... -11283.8084 eV
Energy relative to the best compared isomer or geometry (same formula, charge and spin) ... 109.1 kcal/mol
Frontier orbital gap ... 8.48 eV

These are the Löwdin partial charges, in e, on atoms 1 to 2: 0.0692, 0.1256

=====

No. 4
A 8-piece molecular cluster, C41H58F8N2O33S8 overall, computed with the ωB97M-V functional and the def2-TZVPD basis.

The geometry in XYZ format:
```
150
Properties=species:S:1:pos:R:3
S -10.1438 -10.3132 -6.7035
S 5.5327 0.6422 -4.3322
S -1.0776 -0.2577 -4.4427
S 2.9294 10.6452 6.6013
S -0.8441 4.9898 2.8324
S -5.6510 2.6205 1.9542
S 1.9556 7.3262 7.3340
S 5.5931 3.3537 8.0054
F -6.4809 -5.6445 -0.6015
F -7.3935 -5.4109 -5.5498
F -6.7885 -3.3641 -4.4560
F -8.9636 -3.3621 -2.4665
F -6.0396 -6.8390 -2.8937
F -5.7183 -3.6901 -1.7366
F -8.1727 -3.0099 -0.2410
F -8.2927 -6.1503 -3.2831
O -1.2045 6.3183 3.7059
O -10.2623 -9.7073 -5.1938
O 6.9326 0.2853 -4.3965
O -4.2511 2.2636 1.8899
O 6.6718 4.3539 8.7101
O -6.4456 2.4774 3.1519
O -6.4227 1.8747 0.7269
O -9.9467 -11.7421 -6.6020
O 5.9605 3.1897 6.6181
O 1.2440 8.5727 7.4965
O 3.7439 -5.8410 -5.6436
O 4.7610 -0.1037 -5.5594
O -4.3327 -4.2595 -5.8164
O 5.3715 2.1704 -4.8788
O 6.0016 1.9985 8.8144
O -1.9369 4.0523 2.9488
O -0.3059 5.4186 1.5605
O 3.9134 -4.5535 -7.2886
O 3.3880 7.4420 8.1038
O 2.1846 6.7118 6.0451
O 4.2679 3.7492 8.4281
O 0.3917 4.4589 3.7550
O -8.7163 -9.6295 -7.0941
O 1.2776 6.2134 8.3150
O 3.1092 11.7561 5.4216
O -11.1774 -9.7170 -7.5175
O 1.7987 9.8089 6.2646
O 5.3648 -5.9099 -0.9662
O 4.2930 9.8005 6.3059
O -1.7421 0.9799 4.2446
O -5.8122 4.1488 1.4076
O 3.0680 11.3046 7.8789
O 4.7381 0.4990 -3.1345
N 3.2261 -5.4804 -6.8443
N 1.7713 -0.5733 -2.7520
C -0.0118 -1.8440 -4.4685
C -7.0512 2.8504 -0.1027
C 5.0502 -3.6175 -3.7028
C 2.6835 -5.8811 -4.6096
C -0.4736 6.2947 4.9309
C 4.7970 10.1681 5.0238
C -0.3393 1.4187 2.0669
C -0.9087 0.2901 -2.6196
C 7.1928 3.7241 9.8783
C -0.5203 1.0575 0.4611
C 3.7235 -3.3255 -2.7852
C -3.0447 -3.9440 -5.1789
C 0.7812 0.4268 -0.3663
C -8.9923 -9.1923 -4.8004
C 0.7991 5.5072 4.6313
C -8.3501 -8.6856 -6.0890
C -4.9725 -5.2153 -4.8523
C 4.4095 11.6338 4.8475
C 2.3237 -3.1455 -3.6193
C 3.3217 6.7343 9.3407
C 4.1325 0.8720 -6.3890
C -6.9031 -5.6153 -3.0903
C 7.1953 2.2313 9.5600
C 1.8263 -4.4528 -4.5258
C -1.9909 1.3481 -0.2232
C 6.0252 -6.6824 0.1020
C -6.5252 -4.8216 -4.4817
C 0.4032 -4.4563 -5.4041
C 5.8543 -5.0100 -3.3064
C -1.8004 1.1589 2.7856
C 1.3679 -1.7736 -3.5794
C -1.9881 -3.1345 -6.1919
C -6.8167 -4.7012 -1.7320
C -0.5428 -3.1187 -5.3503
C 0.6059 0.0135 -1.9689
C -8.2925 -4.0473 -1.3064
C 2.2957 5.6257 9.1219
C 6.3132 -5.0658 -1.7108
C -2.1716 0.9384 -1.8017
C 4.9807 2.1333 -6.2494
C -6.2030 4.1117 0.0369
H 6.2818 -5.9698 1.0052
H 2.4436 -0.9014 -2.0040
H 8.1917 4.1028 10.1075
H 0.3986 0.5818 2.4919
H 0.0422 -5.3641 -6.0582
H 2.7306 4.7911 8.5618
H 5.8889 2.0668 -6.8578
H -2.5058 -4.9876 -4.9665
H -6.7541 5.0161 -0.2316
H 4.0841 0.5194 -7.4227
H 5.2415 -5.9882 -3.5004
H 3.5879 -4.2779 -2.0792
H 7.0290 -7.2105 -0.2321
H 5.8252 -2.7369 -3.4818
H 4.3916 11.9325 3.7959
H -8.0662 3.0144 0.2734
H 3.0654 -6.1454 -3.5349
H 4.8316 -3.5332 -4.8733
H 5.0890 12.2905 5.4003
H -4.3620 -5.1256 -3.8307
H -4.8613 -6.3386 -5.1854
H 4.3057 6.3394 9.6072
H -1.0849 5.7848 5.6825
H 8.0489 1.9644 8.9285
H 1.5298 6.1264 4.1003
H -0.2596 7.3129 5.2668
H 3.9904 -2.4363 -2.0657
H -7.0996 2.4978 -1.1364
H 6.4707 -3.9911 -1.2730
H 6.8314 -5.0996 -3.9867
H 6.5188 3.9482 10.7118
H 5.3464 -7.5445 0.5509
H -9.1107 -8.4020 -4.0553
H -5.2948 4.0451 -0.5714
H 4.4296 3.0377 -6.5179
H 1.2582 5.0983 5.5345
H 1.8774 5.2541 10.0603
H -2.6815 0.6783 4.4936
H -1.8891 -3.6503 -7.2404
H 2.9883 7.4326 10.1152
H 5.8777 10.0143 4.9757
H 0.0422 2.5090 2.2539
H 7.3690 -5.6233 -1.7164
H -2.9200 1.8212 0.3175
H -2.3969 -2.0338 -6.3877
H -2.5037 2.1029 2.5877
H -2.3879 0.2267 2.3356
H -8.4132 -10.0154 -4.3687
H 3.1175 1.0361 -6.0129
H -3.1908 1.0639 -2.4068
H 1.9230 -6.7273 -4.9635
H 4.3062 9.5378 4.2747
H -7.2620 -8.6169 -6.0087
H 1.8387 0.2301 0.1481
H 7.2063 1.6165 10.4640
H -8.7559 -7.7096 -6.3743
H -8.9937 -4.9213 -0.9167
H -3.1557 -3.3192 -4.1902
```

Calculated values
E_HOMO ... -0.26944 Eh
SMILES ... COCCCCc1c(CON=O)cc(CCOCC(F)(F)C(F)(F)C(F)(F)C(F)F)c2c1Nc1cc(CCO)ccc1S2.O=S1(=O)OCCO1.O=S1(=O)OCCO1.O=S1(=O)OCCO1.O=S1(=O)OCCO1.O=S1(=O)OCCO1.O=S1(=O)OCCO1.O=S1(=O)OCCO1
Energy ... -222387.8251 eV
Energy relative to the best compared isomer or geometry (same formula, charge and spin) ... 280.0 kcal/mol
Frontier orbital gap ... 7.12 eV

These are the Löwdin partial charges, in e, on atoms 1 to 2: 0.6800, 0.6619

=====

No. 5
C10H8N3O6Sc as an isolated structure, computed with the ωB97M-V functional and the def2-TZVPD basis.

The geometry in XYZ format:
```
28
Properties=species:S:1:pos:R:3
Sc -0.4240 -0.6957 -1.2284
O 2.9790 -0.0982 -2.1477
O 0.1151 -3.8945 -3.2254
O -1.6952 -4.0155 -1.0937
O -1.9210 0.4853 -0.4031
O 1.7662 -3.0786 0.2028
O -0.2982 -0.9793 -3.5853
N -1.4956 1.9357 1.3165
N 0.1669 0.4785 0.5208
N 2.3095 0.4653 1.3858
C -1.0956 0.9579 0.4888
C -2.8732 2.4112 1.1906
C 1.0526 0.9863 1.4235
C -0.6097 2.4611 2.2212
C -1.2942 -2.9274 -1.1024
C 0.5968 -1.6030 -2.9727
C 1.8545 -0.2332 -1.8814
C 1.0791 -2.2539 -0.2185
C 0.8703 -2.9916 -2.8725
C 0.6657 2.0002 2.3142
H 2.5406 -0.2106 0.6694
H -3.0507 2.7680 0.1641
H 3.0285 0.8169 2.0253
H -1.0092 3.2543 2.8489
H 1.3987 2.3842 3.0204
H -2.9459 3.2097 1.9332
H 1.8521 -3.2161 -2.4054
H -3.5632 1.5833 1.4109
```

Calculated values
E_HOMO (spin up / spin down) ... -0.58443 / -0.58443 Eh
Total charge ... +2
Energy ... -47938.2944 eV
Energy relative to the best compared isomer or geometry (same formula, charge and spin) ... 19.7 kcal/mol
Frontier orbital gap (spin up / spin down) ... 6.58 / 6.58 eV

These are the Löwdin partial charges, in e, on atoms 1 to 2: 0.9824, 0.2049

=====

Q: What is the energy in the first record?
A: -46116.5030 eV